Here is an isolated ion of composition C15H17N2S and charge +1 at a distorted geometry from the OMol25 dataset. Energies are from ωB97M-V/def2-TZVPD.

Positions of all 35 atoms, in Å:
1 C -3.4450 -0.9914 -4.0719
2 C -2.8727 -1.2911 -2.9223
3 C -1.5677 -2.0297 -2.8085
4 N -0.5693 -1.2418 -2.1020
5 C -0.4680 -1.2226 -0.7777
6 N 0.3625 -0.4196 -0.0969
7 C 0.3211 -0.6176 1.2780
8 C -0.5548 -1.5779 1.6338
9 S -1.3550 -2.2733 0.2628
10 H -0.7650 -1.9374 2.6196
11 C 1.1657 0.1390 2.2094
12 C 2.5550 0.1079 2.0946
13 C 3.3374 0.8035 2.9984
14 C 2.7446 1.5325 4.0165
15 C 1.3647 1.5571 4.1392
16 C 0.5747 0.8596 3.2438
17 H -0.5007 0.8785 3.3343
18 H 0.9017 2.1179 4.9357
19 H 3.3585 2.0747 4.7182
20 H 4.4120 0.7705 2.9093
21 H 3.0221 -0.4857 1.3216
22 C 1.1383 0.6185 -0.7486
23 C 0.2935 1.6826 -1.4000
24 C -0.9985 1.8729 -1.2124
25 H -1.5189 2.6777 -1.6988
26 H -1.5965 1.2551 -0.5618
27 H 0.8600 2.3412 -2.0422
28 H 1.7646 1.0915 0.0140
29 H 1.8062 0.1607 -1.4875
30 H -0.1662 -0.4730 -2.6218
31 H -1.7097 -2.9670 -2.2616
32 H -1.1728 -2.2575 -3.7998
33 H -3.3288 -1.0138 -1.9821
34 H -4.3862 -0.4730 -4.1169
35 H -3.0070 -1.2689 -5.0162

- LUMO (eV) = -2.70
- total charge = +1
- ΔE to the lowest compared entry with this formula, charge and spin (kcal/mol) = 1.41


Here is a single C15H17N3O3S2 molecule at a distorted geometry from the OMol25 dataset. Energies are from ωB97M-V/def2-TZVPD.

Positions of all 40 atoms, in Å:
1 C 1.7546 -1.9142 2.4577
2 O 1.2087 -0.6001 2.3135
3 C 2.1752 0.3728 2.0687
4 C 3.1900 0.6874 2.9918
5 C 4.1473 1.6478 2.7665
6 C 4.1133 2.3551 1.6053
7 N 5.0794 3.3130 1.3558
8 C 3.2010 2.0290 0.6148
9 C 2.1591 1.0656 0.8540
10 C 1.1599 0.8656 -0.2145
11 N 0.5313 -0.2758 -0.3942
12 C -0.3147 -0.1983 -1.4980
13 C -1.1599 -1.4125 -1.8593
14 S -1.5589 -1.5597 -3.6396
15 C -3.3732 -1.4038 -3.3926
16 C -3.5230 -0.7328 -2.0374
17 C -4.9780 -0.8080 -1.4812
18 O -5.7472 -1.6110 -1.9716
19 O -5.3483 0.0268 -0.4566
20 N -2.4594 -1.4204 -1.2290
21 C -2.4657 -1.1729 0.2208
22 C -0.2953 1.0246 -2.1393
23 S 0.8425 2.1269 -1.4078
24 H 2.5375 -2.0493 1.6974
25 H 0.9413 -2.6173 2.3165
26 H 2.2293 -2.0186 3.4695
27 H 3.1950 0.1010 3.9217
28 H 4.9026 1.8163 3.5180
29 H 5.1448 3.7892 0.4237
30 H 5.6768 3.5568 2.1289
31 H 3.2439 2.6138 -0.3093
32 H -0.6123 -2.3004 -1.5187
33 H -3.7640 -2.4147 -3.3264
34 H -3.8526 -0.8582 -4.2205
35 H -3.2510 0.3044 -2.1510
36 H -6.2721 -0.2532 -0.2971
37 H -3.4264 -1.5245 0.6215
38 H -2.3852 -0.1200 0.4202
39 H -1.6912 -1.7310 0.7293
40 H -0.9548 1.3005 -2.9514

- LUMO (eV) = 0.32
- SMILES = COc1ccc(N)cc1-c1nc([C@@H]2SC[C@@H](C(=O)O)N2C)cs1
- total charge = 0
- ΔE to the lowest compared entry with this formula, charge and spin (kcal/mol) = 52.13


Here is C15H17N3O5 as an isolated structure at a distorted geometry from the OMol25 dataset. Energies are from ωB97M-V/def2-TZVPD.

Positions of all 40 atoms, in Å:
1 C -0.1789 1.7072 -0.1776
2 O -0.2902 1.7642 -1.4168
3 N 0.6038 0.8039 0.4190
4 C 1.1586 1.2503 1.6623
5 C 1.4440 -0.0890 -0.3581
6 H -0.7792 2.2452 0.5724
7 H 1.6386 2.2200 1.5305
8 H 1.9257 0.5899 2.0667
9 H 0.5049 1.4873 2.5017
10 H 1.7585 -1.0365 0.0795
11 H 0.9519 -0.2502 -1.3172
12 H 2.3306 0.4527 -0.6876
13 C 1.8605 -6.2795 2.3195
14 C 1.6623 -6.1677 0.9929
15 C 1.6989 -4.9202 0.3375
16 C 1.7403 -3.7938 1.1618
17 C 1.7324 -3.9888 2.5716
18 C 1.8733 -5.1984 3.2034
19 N 1.5906 -2.4757 0.5991
20 O 1.9879 -1.4222 1.1957
21 O 1.1310 -2.3854 -0.4854
22 H 1.7921 -7.2864 2.7042
23 H 1.5356 -7.1189 0.4974
24 H 1.5782 -4.7643 -0.7244
25 H 1.9015 -3.1745 3.2606
26 H 2.0597 -5.2873 4.2635
27 C -3.5961 2.1911 -2.3221
28 C -3.7831 3.4277 -2.9431
29 C -3.0114 4.5904 -2.6504
30 C -1.9256 4.5084 -1.7539
31 C -1.8213 3.2698 -1.0317
32 C -2.6388 2.1773 -1.3252
33 N -1.1611 5.7548 -1.5070
34 O -0.2767 5.5304 -0.6566
35 O -1.5112 6.8717 -1.9292
36 H -4.3256 1.4117 -2.4858
37 H -4.5634 3.4539 -3.6893
38 H -3.2079 5.4223 -3.3104
39 H -1.0004 3.2625 -0.3298
40 H -2.3902 1.2462 -0.8377

- LUMO (eV) = -1.61
- total charge = 0
- ΔE to the lowest compared entry with this formula, charge and spin (kcal/mol) = 381.73


Here is C15H17NO4Pt as an isolated structure at a distorted geometry from the OMol25 dataset. Energies are from ωB97M-V/def2-TZVPD.

Positions of all 38 atoms, in Å:
1 Pt -0.9116 1.5369 0.6753
2 O -3.0424 0.6016 -1.4146
3 C -2.3567 1.1429 -0.6404
4 C 0.5179 1.9591 1.9985
5 O 1.3953 1.8238 2.7388
6 C -2.2773 1.4041 2.1430
7 O -3.0506 1.1312 2.9375
8 C 0.3871 1.9042 -0.8409
9 O 1.0891 2.0861 -1.7482
10 C -2.1863 5.3099 0.4769
11 H -2.0462 5.4225 -0.6107
12 H -3.2075 5.0937 0.8307
13 C -1.1748 5.5032 1.3357
14 H -1.3276 5.4547 2.4257
15 H -0.1673 5.7795 0.9854
16 C 2.4367 -2.4112 -1.2874
17 N 1.5967 -1.2630 -1.7042
18 C 1.8164 -0.9642 -3.1612
19 C 0.0990 -1.5156 -1.4884
20 C -0.1826 -1.8066 -0.0446
21 C -0.0963 -3.1875 0.2665
22 C -0.1509 -3.6402 1.5801
23 C -0.2743 -2.6899 2.5895
24 C -0.4761 -1.3421 2.2625
25 C -0.4675 -0.8935 0.9686
26 H 2.1003 -3.3414 -1.7536
27 H 2.3858 -2.4915 -0.2139
28 H 3.4648 -2.2027 -1.5739
29 H 1.8753 -0.4209 -1.1486
30 H 1.4493 -1.7971 -3.7955
31 H 1.2580 -0.0482 -3.3986
32 H 2.8896 -0.7944 -3.3285
33 H -0.4168 -0.6375 -1.8696
34 H -0.1329 -2.4081 -2.0949
35 H 0.0643 -3.9114 -0.5499
36 H -0.0629 -4.7196 1.7618
37 H -0.1948 -3.0194 3.6144
38 H -0.6222 -0.6475 3.0769

- LUMO (alpha / beta) (eV) = -7.46 / -9.54
- multiplicity = 3
- total charge = +2
- expectation value of S² = 2.02


Here is a single C15H17NO4S molecule from the OMol25 dataset. Energies are from ωB97M-V/def2-TZVPD.

Positions of all 38 atoms, in Å:
1 C 2.2019 -4.0049 0.7563
2 C 1.1113 -3.5809 -0.2210
3 C -0.2976 -3.9397 0.2530
4 C -0.7092 -3.2380 1.5487
5 N -0.6311 -1.7977 1.4170
6 C 0.3304 -1.0334 2.0508
7 O 1.1577 -1.4744 2.8024
8 C 0.1041 0.4094 1.6582
9 C -0.9920 0.3545 0.6073
10 S -0.3152 0.6127 -1.0933
11 C -0.7160 2.3407 -1.2898
12 C -2.0420 2.6925 -1.4923
13 C -2.3843 4.0144 -1.7122
14 C -1.3979 4.9874 -1.7609
15 C -0.0736 4.6402 -1.5718
16 C 0.2802 3.3164 -1.3205
17 C 1.6984 2.9887 -1.0260
18 O 2.0695 2.2004 -0.1942
19 O 2.5502 3.7123 -1.7587
20 C -1.5060 -1.0737 0.6462
21 O -2.4868 -1.5096 0.1045
22 H 2.1049 -5.0606 1.0020
23 H 2.1533 -3.4255 1.6742
24 H 3.1818 -3.8454 0.3127
25 H 1.1769 -2.5041 -0.3953
26 H 1.2779 -4.0742 -1.1814
27 H -1.0151 -3.6725 -0.5254
28 H -0.3645 -5.0163 0.4201
29 H -1.7415 -3.5024 1.7946
30 H -0.0525 -3.5151 2.3750
31 H 1.0285 0.8466 1.2736
32 H -0.1917 0.9803 2.5403
33 H -1.7974 1.0758 0.7353
34 H -2.7976 1.9209 -1.4860
35 H -3.4192 4.2817 -1.8628
36 H -1.6618 6.0169 -1.9488
37 H 0.7006 5.3911 -1.6034
38 H 3.4655 3.4854 -1.5286

- LUMO (eV) = 0.27
- SMILES = CCCCN1C(=O)C[C@@H](Sc2ccccc2C(=O)O)C1=O
- total charge = 0
- ΔE to the lowest compared entry with this formula, charge and spin (kcal/mol) = 0.00


Here is a single C15H17NO4S2 molecule from the OMol25 dataset. Energies are from ωB97M-V/def2-TZVPD.

Positions of all 39 atoms, in Å:
1 C -3.3061 -3.1847 0.6595
2 O -2.7555 -2.1587 1.4593
3 C -2.3636 -0.9710 0.9414
4 C -1.8939 -0.0685 1.8965
5 C -1.4456 1.1920 1.5537
6 C -1.4690 1.5536 0.2256
7 S -0.8264 3.1228 -0.3236
8 O -0.6453 3.9969 0.7918
9 O -1.5665 3.5869 -1.4595
10 N 0.6774 2.6953 -0.9561
11 C 1.5352 1.8567 -0.2522
12 C 1.7029 2.0337 1.1201
13 C 2.5534 1.1964 1.8134
14 C 3.2519 0.1865 1.1717
15 C 3.0965 0.0204 -0.1965
16 S 3.9206 -1.2235 -1.1443
17 C 5.0715 -1.9836 0.0364
18 C 2.2332 0.8498 -0.9041
19 C -1.9282 0.6877 -0.7482
20 C -2.3887 -0.5799 -0.4176
21 O -2.8601 -1.4637 -1.3466
22 C -2.9116 -1.0625 -2.6961
23 H -4.2217 -2.8611 0.1618
24 H -2.5941 -3.5422 -0.0862
25 H -3.5368 -3.9890 1.3577
26 H -1.8965 -0.3970 2.9232
27 H -1.0979 1.8910 2.2947
28 H 0.6222 2.5226 -1.9480
29 H 1.1748 2.8327 1.6117
30 H 2.6837 1.3309 2.8767
31 H 3.9066 -0.4508 1.7427
32 H 5.7325 -1.2255 0.4455
33 H 4.5207 -2.4944 0.8208
34 H 5.6459 -2.7037 -0.5380
35 H 2.1198 0.7082 -1.9692
36 H -1.9371 1.0439 -1.7646
37 H -3.5482 -0.1835 -2.8313
38 H -3.3435 -1.9080 -3.2297
39 H -1.9127 -0.8569 -3.0923

- LUMO (eV) = 0.46
- SMILES = COc1ccc(S(=O)(=O)Nc2cccc(SC)c2)cc1OC
- total charge = 0
- ΔE to the lowest compared entry with this formula, charge and spin (kcal/mol) = 41.05


Here is a single C15H17O3P molecule from the OMol25 dataset. Energies are from ωB97M-V/def2-TZVPD.

Positions of all 36 atoms, in Å:
1 O -0.7995 -2.5850 -0.5493
2 P -0.1798 -1.3540 -0.0661
3 O 1.1941 -1.6683 0.6791
4 C 0.1645 -0.1356 -1.4031
5 C 0.8899 1.1453 -0.9947
6 C 2.2995 0.8759 -0.5479
7 C 3.2593 0.4573 -1.4615
8 C 4.5506 0.1816 -1.0506
9 C 4.9034 0.3240 0.2811
10 C 3.9584 0.7481 1.1984
11 C 2.6643 1.0224 0.7863
12 C -1.2116 -0.4989 1.2391
13 O -0.3846 0.4118 1.9299
14 C -2.4130 0.1061 0.5788
15 C -2.5534 1.4797 0.4359
16 C -3.6579 2.0056 -0.2125
17 C -4.6254 1.1632 -0.7295
18 C -4.4871 -0.2094 -0.5929
19 C -3.3901 -0.7372 0.0611
20 H 1.6275 -0.8862 1.0432
21 H -0.8075 0.0946 -1.8435
22 H 0.7388 -0.6982 -2.1437
23 H 0.9048 1.8197 -1.8562
24 H 0.3390 1.6330 -0.1911
25 H 2.9939 0.3514 -2.5037
26 H 5.2857 -0.1438 -1.7718
27 H 5.9118 0.1085 0.6009
28 H 4.2280 0.8684 2.2375
29 H 1.9308 1.3620 1.5045
30 H -1.5280 -1.3203 1.9035
31 H -0.8932 0.8044 2.6499
32 H -1.7978 2.1447 0.8306
33 H -3.7582 3.0763 -0.3147
34 H -5.4850 1.5738 -1.2380
35 H -5.2390 -0.8706 -0.9965
36 H -3.2723 -1.8045 0.1658

- LUMO (eV) = 0.51
- SMILES = O=[P@@](O)(CCc1ccccc1)[C@@H](O)c1ccccc1
- total charge = 0
- ΔE to the lowest compared entry with this formula, charge and spin (kcal/mol) = 0.00


Here is C15H18BrF6NNiOPSi as an isolated structure at a distorted geometry from the OMol25 dataset. Energies are from ωB97M-V/def2-TZVPD.

Positions of all 45 atoms, in Å:
1 Ni 0.3359 0.2146 1.0935
2 C 4.4080 -2.2663 0.1505
3 Si 3.2060 -0.8116 0.1012
4 C 3.5844 0.3844 1.4990
5 C 3.3607 -0.0401 -1.6132
6 N 1.4951 -1.2105 0.2708
7 C 0.8018 -2.3007 -0.0409
8 C 1.3733 -3.5949 -0.1910
9 C 0.5971 -4.6765 -0.5064
10 C -0.7759 -4.5207 -0.7289
11 C -1.3801 -3.2788 -0.5958
12 C -0.6205 -2.1879 -0.2264
13 O -1.1005 -0.9186 -0.1100
14 C -2.4736 -0.6401 -0.0376
15 C -3.2990 -1.2607 0.8846
16 C -4.6279 -0.8748 0.9525
17 C -5.1137 0.1216 0.1186
18 C -4.2648 0.7439 -0.7852
19 C -2.9346 0.3655 -0.8674
20 H 5.4197 -1.8637 0.0659
21 H 4.2566 -2.9472 -0.6892
22 H 4.3551 -2.8362 1.0805
23 H 4.6074 0.7567 1.4163
24 H 3.4773 -0.0939 2.4751
25 H 2.9225 1.2516 1.4756
26 H 4.3834 0.3199 -1.7517
27 H 2.6808 0.8005 -1.7440
28 H 3.1521 -0.7788 -2.3905
29 H 2.4320 -3.7051 -0.0084
30 H 1.0471 -5.6569 -0.5868
31 H -1.3779 -5.3736 -1.0105
32 H -2.4368 -3.1646 -0.7860
33 H -2.8989 -1.9983 1.5680
34 H -5.2753 -1.3494 1.6776
35 H -6.1478 0.4318 0.1874
36 H -4.6347 1.5336 -1.4250
37 H -2.2482 0.8522 -1.5474
38 F -1.4027 0.5492 2.4533
39 P -0.5312 -0.0295 3.7491
40 F -0.0579 -1.2558 2.7058
41 F 0.7638 0.8274 3.1065
42 F -0.9483 1.2240 4.6049
43 F 0.4196 -0.6153 4.8654
44 F -1.7717 -0.9001 4.2051
45 Br 0.4116 2.0643 -0.1657

- LUMO (alpha / beta) (eV) = 0.39 / -2.68
- multiplicity = 4
- total charge = 0
- expectation value of S² = 3.79


Number 1: energy -1089.228350 Eh. Number 2: energy -1768.134279 Eh. Number 3: energy -1121.756085 Eh. Number 4: energy -1056.063274 Eh. Number 5: energy -1335.761559 Eh. Number 6: energy -1733.839081 Eh. Number 7: energy -1148.939986 Eh. Number 8: energy -6025.050419 Eh.